No. 1
Entry from OMol25: a cluster of 7 separate species, C28H75N9O10 in total (ωB97M-V/def2-TZVPD).

Each line ends with the Mulliken charge.
Cartesian coordinates (Å):
C -0.634 -0.093 -1.529  -0.83
O -0.469 0.781 -0.404  0.48
C -0.816 0.112 0.772  -0.22
C 0.133 0.609 1.930  0.53
C 0.211 2.096 2.221  -0.87
N 1.511 0.176 1.588  -0.64
H -0.725 -1.146 -1.265  -0.10
H 0.318 0.016 -2.048  0.27
H -1.365 0.257 -2.257  0.48
H -1.819 0.462 1.016  -0.29
H -0.641 -0.963 0.788  0.18
H -0.230 0.095 2.820  0.22
H 0.609 2.687 1.395  -0.02
H 0.734 2.467 3.103  0.43
H -0.799 2.497 2.303  0.06
H 1.486 -0.832 1.651  0.28
H 1.692 0.405 0.622  0.01
C 4.802 -3.725 1.452  -0.55
O 3.691 -4.579 1.673  -0.33
C 2.852 -4.331 2.836  -0.85
C 2.194 -2.953 2.911  0.54
C 1.443 -2.660 4.198  -1.69
N 1.112 -3.098 1.892  -0.14
H 4.399 -2.813 1.012  0.06
H 5.496 -4.157 0.730  0.28
H 5.399 -3.490 2.333  0.34
H 2.115 -5.133 2.872  0.28
H 3.522 -4.255 3.692  0.43
H 2.871 -2.118 2.731  0.55
H 2.046 -2.569 5.102  0.45
H 0.715 -3.395 4.542  0.34
H 0.889 -1.728 4.085  0.27
H 0.441 -3.818 2.119  0.35
H 1.581 -3.539 1.114  -0.09
C 5.874 6.541 -2.930  -0.78
O 4.973 5.985 -3.856  -0.32
C 5.157 4.594 -4.068  -0.76
C 3.705 3.994 -4.100  -0.60
N 3.215 3.813 -2.713  -0.34
C 1.917 3.011 -2.768  -1.01
C 0.903 3.406 -1.717  0.77
O 0.587 4.856 -1.666  -0.45
C -0.087 5.280 -2.864  -0.58
H 5.690 7.598 -2.742  0.25
H 6.874 6.550 -3.364  0.32
H 5.990 5.890 -2.064  0.34
H 5.795 4.029 -3.389  0.39
H 5.649 4.461 -5.032  0.40
H 3.597 3.050 -4.633  0.58
H 3.147 4.673 -4.745  0.28
H 2.910 4.757 -2.523  0.35
H 2.074 1.946 -2.599  0.08
H 1.389 3.141 -3.713  0.46
H 1.273 2.994 -0.778  -0.05
H -0.006 2.834 -1.906  -0.10
H 0.049 6.356 -2.974  0.35
H -1.152 5.048 -2.865  0.19
H 0.412 4.928 -3.767  0.22
C -4.552 -0.889 6.522  -0.66
O -4.059 0.167 5.694  -0.43
C -2.991 -0.100 4.806  -0.53
C -3.410 -1.001 3.598  0.09
N -3.971 -0.347 2.399  -0.16
C -4.538 -1.255 1.325  -1.24
C -3.703 -2.406 0.842  0.56
O -3.328 -3.313 1.848  -0.45
C -1.981 -3.939 1.660  -0.40
H -5.439 -0.369 6.882  0.23
H -3.720 -0.988 7.220  0.31
H -4.823 -1.764 5.932  0.27
H -2.233 -0.480 5.491  0.40
H -2.601 0.837 4.408  0.13
H -4.176 -1.694 3.947  0.42
H -2.448 -1.488 3.439  -0.27
H -4.713 0.321 2.552  0.24
H -4.720 -0.511 0.549  0.42
H -5.486 -1.613 1.725  0.37
H -2.848 -2.083 0.248  -0.43
H -4.277 -3.002 0.133  0.45
H -1.837 -4.534 2.562  0.56
H -1.288 -3.125 1.873  -0.11
H -1.811 -4.406 0.690  0.11
C 3.381 -0.706 -1.408  -0.48
O 2.853 -1.102 -2.689  -0.32
C 3.166 -2.425 -3.202  -0.72
C 2.858 -3.616 -2.193  -0.36
N 1.439 -3.749 -1.719  0.13
C 0.626 -4.474 -2.735  -0.68
C -0.787 -4.737 -2.242  -0.66
O -1.405 -3.448 -2.219  -0.10
C -1.643 -2.871 -3.497  -0.82
H 4.366 -1.147 -1.255  0.46
H 2.689 -1.165 -0.703  -0.10
H 3.403 0.355 -1.157  0.40
H 4.253 -2.448 -3.288  0.45
H 2.699 -2.660 -4.158  0.34
H 3.607 -3.497 -1.410  -0.21
H 3.128 -4.558 -2.670  0.58
H 1.049 -2.831 -1.881  -0.15
H 1.127 -5.442 -2.734  0.63
H 0.636 -3.965 -3.699  0.32
H -0.712 -4.978 -1.182  0.16
H -1.286 -5.592 -2.697  0.37
H -0.725 -2.352 -3.773  0.32
H -2.402 -2.105 -3.340  0.21
H -1.943 -3.567 -4.280  0.34
N -3.543 2.730 1.928  0.22
C -3.398 4.017 1.779  0.77
N -4.601 4.557 1.847  -0.45
O -2.411 4.698 1.646  -0.63
H -2.683 2.324 2.269  -0.61
H -4.475 2.431 2.176  0.15
H -5.399 3.962 2.017  0.12
H -4.714 5.549 1.999  0.24
N -2.912 3.098 -1.502  -0.06
C -3.877 2.824 -2.242  0.62
N -3.981 1.571 -2.573  -0.33
O -4.789 3.600 -2.494  -0.77
H -2.910 3.988 -1.024  0.11
H -2.243 2.447 -1.116  -0.01
H -4.901 1.337 -2.918  0.20
H -3.283 0.929 -2.225  0.21

## Properties
E_LUMO = 0.45 eV
HOMO energy = -8.77 eV
Orbital gap = 0.3391 Eh
2S+1 = 1
ΔE to the lowest compared entry with this formula, charge and spin = 321.7 kJ/mol

---

No. 2
Entry from OMol25: a cluster of 10 separate species, C28H76O10 in total (ωB97M-V/def2-TZVPD).

Each line ends with the Mulliken charge.
Cartesian coordinates (Å):
C -1.347 -27.735 -4.643  -0.76
C -0.357 -28.641 -3.939  0.74
C 0.088 -28.173 -2.559  -1.56
O -0.979 -29.920 -3.877  -0.47
H -1.567 -28.188 -5.610  -0.08
H -0.986 -26.706 -4.711  0.38
H -2.280 -27.596 -4.088  0.28
H 0.566 -28.675 -4.534  0.08
H 0.747 -27.309 -2.622  0.37
H 0.694 -28.981 -2.131  0.47
H -0.746 -28.004 -1.877  0.33
H -0.464 -30.463 -3.270  0.28
C -6.679 -30.716 -10.183  -1.35
C -5.416 -30.874 -10.973  1.06
C -4.203 -31.276 -10.142  -0.80
O -5.664 -31.841 -12.003  -0.63
H -7.557 -30.600 -10.819  0.38
H -6.651 -29.875 -9.493  0.22
H -6.811 -31.650 -9.626  0.42
H -5.164 -29.944 -11.505  -0.22
H -3.728 -30.408 -9.675  0.05
H -3.419 -31.690 -10.784  0.38
H -4.392 -32.019 -9.367  0.14
H -4.957 -31.820 -12.651  0.35
C -5.953 -31.423 -4.349  -1.50
C -4.613 -31.119 -4.997  0.61
C -4.784 -30.943 -6.474  -0.91
O -4.051 -29.892 -4.488  -0.37
H -6.514 -32.104 -4.989  0.38
H -6.520 -30.488 -4.298  0.31
H -5.908 -31.815 -3.333  0.36
H -3.952 -31.982 -4.847  0.30
H -5.578 -30.277 -6.822  0.26
H -4.806 -31.903 -7.003  0.39
H -3.922 -30.471 -6.968  0.05
H -3.118 -29.962 -4.737  0.04
C -6.132 -24.575 -3.354  -1.53
C -5.059 -25.380 -4.095  0.46
C -5.621 -26.323 -5.168  -0.79
O -4.156 -24.455 -4.708  -0.50
H -6.565 -25.181 -2.553  0.43
H -6.894 -24.190 -4.028  0.32
H -5.587 -23.783 -2.840  0.36
H -4.439 -25.915 -3.376  0.27
H -6.409 -25.828 -5.730  0.33
H -5.908 -27.270 -4.704  0.37
H -4.812 -26.623 -5.836  -0.04
H -4.551 -23.923 -5.409  0.24
C 0.895 -24.603 -7.658  -1.51
C -0.495 -24.115 -7.190  1.22
C -0.370 -22.719 -6.556  -1.54
O -1.334 -24.079 -8.332  -0.53
H 0.889 -25.675 -7.876  0.19
H 1.691 -24.468 -6.921  0.51
H 1.214 -24.075 -8.563  0.42
H -0.890 -24.839 -6.475  -0.20
H 0.062 -22.077 -7.332  0.36
H 0.270 -22.633 -5.684  0.39
H -1.401 -22.396 -6.403  0.29
H -0.796 -23.888 -9.105  0.23
C 0.094 -30.239 -8.432  -0.88
C 0.579 -31.533 -9.065  0.45
C 1.511 -31.289 -10.248  -1.05
O 1.244 -32.258 -8.029  -0.55
H -0.366 -29.649 -9.229  -0.01
H 0.942 -29.716 -7.978  0.41
H -0.590 -30.388 -7.597  0.28
H -0.354 -32.019 -9.392  0.17
H 1.893 -32.229 -10.652  0.45
H 2.317 -30.655 -9.877  0.31
H 0.990 -30.821 -11.086  0.07
H 1.494 -33.107 -8.418  0.33
C 0.851 -28.304 -12.356  -1.63
C 0.285 -27.195 -11.460  1.85
C 1.343 -26.456 -10.657  -0.77
O -0.377 -26.221 -12.256  -0.59
H 1.512 -28.929 -11.747  0.29
H 1.572 -27.865 -13.055  0.39
H 0.099 -28.890 -12.874  0.48
H -0.366 -27.728 -10.752  -0.76
H 1.910 -27.185 -10.065  0.35
H 0.953 -25.798 -9.882  -0.43
H 2.026 -25.959 -11.343  0.42
H -0.774 -26.628 -13.031  0.35
C -3.769 -25.387 -12.021  -1.03
C -4.479 -26.626 -12.506  0.52
C -5.485 -27.210 -11.465  -0.61
O -5.169 -26.450 -13.736  -0.60
H -4.543 -24.634 -11.841  0.53
H -3.106 -24.970 -12.785  0.38
H -3.143 -25.662 -11.174  -0.08
H -3.771 -27.448 -12.669  0.14
H -6.204 -27.760 -12.070  0.46
H -6.114 -26.532 -10.879  0.17
H -4.918 -27.785 -10.730  -0.18
H -5.322 -25.511 -13.890  0.34
C -6.124 -24.519 -8.692  -1.24
C -4.896 -23.652 -8.893  1.72
C -5.277 -22.187 -8.935  -1.67
O -4.003 -23.820 -7.795  -0.15
H -7.004 -24.385 -9.327  0.45
H -6.486 -24.243 -7.695  0.23
H -5.993 -25.602 -8.722  0.14
H -4.373 -23.889 -9.826  -0.37
H -5.768 -21.900 -9.870  0.37
H -4.425 -21.518 -8.818  0.37
H -5.955 -21.955 -8.107  0.33
H -3.128 -24.102 -8.117  0.02
C -2.797 -27.135 -8.617  1.47
O -3.666 -28.157 -8.132  0.21
H -2.054 -27.629 -9.242  -0.49
H -3.276 -26.306 -9.158  -0.99
H -2.376 -26.552 -7.791  0.04
H -3.836 -27.903 -7.218  -0.15

## Properties
E_LUMO = 0.45 eV
HOMO energy = -9.66 eV
Orbital gap = 0.3717 Eh
2S+1 = 1
ΔE to the lowest compared entry with this formula, charge and spin = 186.7 kJ/mol

---

Q: Among the records above, which one has the lowest orbital gap?
A: C28H75N9O10

---

Q: HOMO energy of number 1 (C28H75N9O10)?
A: -8.77 eV